Density functional theory data (ωB97M-V/def2-TZVPD) for C24H43BF4P2Pd as an isolated structure.

```
75
Properties=species:S:1:pos:R:3:forces:R:3
Pd -0.40610 0.13937 2.58939 0.989 -2.654 -4.993
C -0.88997 4.16338 2.01635 -0.095 1.573 -0.640
C -1.96703 3.32631 1.58952 -0.483 -0.094 -0.142
C -0.70002 2.13265 3.13195 -1.033 3.659 0.053
C -0.12376 3.47625 2.97368 0.029 -1.709 0.768
C -1.91532 2.11794 2.33559 1.030 0.444 0.746
C -0.71721 5.59274 1.65185 0.082 -0.237 -0.613
H -1.23786 5.83435 0.71719 0.082 -0.083 0.252
H 0.34768 5.82245 1.51684 0.085 -0.013 0.146
H -1.09620 6.29774 2.41145 0.088 -0.373 0.075
C 0.89625 4.03166 3.84770 0.639 0.007 0.047
H 1.51957 4.75458 3.30772 0.009 0.007 0.019
H 1.53670 3.23084 4.21867 0.092 0.151 0.080
H 0.46700 4.55125 4.71914 -0.132 -0.065 -0.167
C -0.43167 1.28021 4.31152 0.427 1.150 1.596
H -1.03100 1.60849 5.17948 0.180 -0.500 -0.181
H 0.63256 1.24328 4.57378 -0.294 0.183 0.255
H -0.81920 0.19760 4.13809 -0.514 -0.204 2.195
C -3.05087 1.20930 2.55385 -0.597 -0.778 -0.205
H -3.69953 1.57313 3.36691 0.169 -0.066 -0.152
H -2.67450 0.21214 2.84331 -0.710 0.169 -0.026
H -3.67504 1.10384 1.65633 0.165 -0.024 0.276
C -3.10418 3.74984 0.74361 -0.021 -0.005 -0.357
H -3.93551 4.12565 1.36425 0.167 -0.132 -0.057
H -3.48335 2.89913 0.15916 -0.010 0.279 0.150
H -2.83524 4.56805 0.05828 -0.066 -0.324 0.279
C 1.29422 1.70259 -0.50386 -1.046 -0.306 1.393
C 0.45328 2.68820 -0.85445 0.159 -0.356 0.657
C -0.73753 2.62968 -1.74901 0.398 0.056 -0.398
C -1.29537 1.22214 -2.05551 -0.259 0.486 -0.566
C -1.71586 0.40032 -0.89737 -0.251 -0.041 0.939
C -0.95695 -0.48328 -0.23786 0.130 -0.612 0.513
C 0.46333 -0.81203 -0.58930 0.166 0.035 -0.556
C 1.38435 0.32989 -1.08999 0.559 -0.268 -0.520
H -0.44291 3.06321 -2.71551 -0.332 0.124 0.097
H -0.57965 0.67752 -2.68175 -0.292 0.142 0.113
H -1.50911 3.29238 -1.31000 0.277 -0.398 -0.415
H 1.29149 0.41242 -2.18356 0.247 -0.149 0.358
H 1.86215 1.80870 0.43029 0.395 0.639 -0.752
H 0.64561 3.65600 -0.41426 0.089 0.183 0.233
H 2.40891 0.00145 -0.85447 -0.204 0.023 -0.442
H 0.95719 -1.36957 0.22334 -0.196 0.119 -0.187
H -1.40871 -1.23045 0.44902 -0.137 0.654 -0.158
H 0.38510 -1.52497 -1.45460 0.112 0.339 0.744
H -2.19872 1.39896 -2.64924 0.184 -0.181 -0.159
H -2.75165 0.52287 -0.57332 0.136 -0.124 -0.075
P 1.09798 -3.37815 -2.31758 1.390 -1.712 -3.118
P 0.06447 -5.60904 -0.68095 0.576 -2.798 -2.676
C 1.33721 -5.06841 -3.13923 -0.504 -0.221 0.483
C 1.20684 -6.16897 -2.10969 0.263 0.505 0.665
H 2.33661 -5.09380 -3.59993 -0.450 0.235 -0.008
H 0.56957 -5.16250 -3.92135 0.251 0.012 0.247
H 0.74644 -7.06923 -2.54973 0.365 0.318 0.382
H 2.16785 -6.44484 -1.65191 -0.165 0.101 -0.275
C 0.28521 -7.23357 0.16042 0.043 0.351 1.375
H -0.45101 -7.30456 0.96668 0.203 -0.257 -0.009
H 1.29272 -7.30586 0.57968 -0.189 -0.058 0.056
H 0.12720 -8.05084 -0.55781 0.019 0.437 0.149
C -1.41580 -6.21081 -1.61476 -0.784 0.755 0.317
H -1.15099 -7.17093 -2.08288 -0.164 0.444 0.260
H -1.74190 -5.50399 -2.38397 -0.069 -0.123 0.130
H -2.22690 -6.37430 -0.89835 -0.091 0.062 -0.286
C 2.89323 -3.00536 -2.33368 -0.001 0.657 1.060
H 3.09171 -1.97586 -2.01946 0.147 -0.190 -0.066
H 3.26231 -3.16882 -3.35354 -0.185 0.101 0.270
H 3.38690 -3.69846 -1.64091 0.028 0.217 -0.172
C 0.56539 -2.59022 -3.91655 -0.699 0.719 0.672
H -0.41297 -3.01141 -4.19495 0.327 0.211 0.026
H 1.30929 -2.83372 -4.69078 -0.189 0.044 0.381
H 0.46610 -1.49976 -3.81153 0.056 -0.306 -0.214
F 2.91330 3.37577 1.64631 -0.398 0.109 -0.030
B 3.21255 4.65914 1.09011 1.622 0.632 -0.499
F 4.61806 4.87825 1.13147 -1.505 -0.356 -0.064
F 2.72789 4.73003 -0.24954 -0.045 -0.195 0.920
F 2.56534 5.66199 1.88020 -0.262 -0.421 -0.196
```
Positions in Å, forces in eV/Å.

Values from the calculation:
**Total charge**: +2
**Spin multiplicity**: 5
**LUMO energy (spin up / spin down)**: -6.70 / -9.86 eV

Density functional theory data (ωB97M-V/def2-TZVPD) for C24H43BrIOPdSbSi as an isolated structure.

```
73
Properties=species:S:1:pos:R:3:forces:R:3
Pd -0.34142 1.56415 0.20814 -0.508 0.330 0.129
C -1.89199 -4.27764 -1.99647 -0.013 -0.033 0.005
C -1.43849 -2.94929 -2.59134 0.035 0.025 -0.003
C -2.27324 -2.58661 -3.81795 0.015 0.000 0.000
Sb -1.15640 -1.08252 -1.37060 0.031 -0.154 0.026
C -3.25019 -0.81654 -0.75745 0.014 -0.010 -0.018
C -3.35148 0.14251 0.42454 -0.035 0.011 0.011
C -4.07425 -2.07609 -0.50473 -0.026 0.041 0.002
C -0.28628 -2.04256 0.39802 -0.009 0.034 -0.033
C 1.02365 -2.70057 -0.02953 -0.024 -0.005 0.011
C -1.14325 -2.96799 1.25131 -0.002 -0.003 -0.001
H -1.91443 -5.06138 -2.76967 0.003 -0.006 -0.002
H -2.89493 -4.22247 -1.56769 0.098 -0.044 -0.035
H -1.22005 -4.61862 -1.20857 0.022 -0.006 -0.021
H -0.40551 -3.08375 -2.93549 0.005 -0.005 0.003
H -3.32626 -2.44385 -3.56004 -0.041 0.014 0.039
H -2.23428 -3.37611 -4.58200 -0.008 -0.006 0.005
H -1.92598 -1.65811 -4.27904 -0.004 -0.008 0.003
H -3.66138 -0.30261 -1.63348 -0.004 0.009 0.007
H -2.87052 -0.25466 1.32185 0.014 -0.031 0.012
H -4.40833 0.32718 0.66496 -0.003 0.011 0.026
H -2.87784 1.09853 0.19616 -0.025 -0.027 -0.027
H -3.65791 -2.67714 0.30581 -0.025 0.003 -0.032
H -4.14681 -2.71329 -1.38638 -0.022 0.066 -0.008
H -5.09788 -1.80180 -0.21218 -0.001 0.007 0.002
H -0.03209 -1.16593 0.99846 0.001 -0.028 -0.002
H 0.85992 -3.55775 -0.69133 -0.016 -0.025 -0.020
H 1.57606 -3.06207 0.84611 0.002 0.000 0.005
H 1.67061 -1.98865 -0.54764 0.004 0.003 -0.001
H -1.53593 -3.82049 0.69155 0.008 0.019 0.040
H -1.98978 -2.43617 1.68907 0.013 0.003 0.008
H -0.54688 -3.36831 2.08243 0.004 0.006 0.011
Br 5.25634 -0.31304 0.87735 0.006 0.033 -0.032
C 5.43006 0.50900 -0.86510 -0.014 -0.083 0.122
C 6.68757 0.42019 -1.45130 -0.022 0.012 -0.047
C 6.87813 0.97685 -2.70696 0.015 -0.013 0.005
C 5.81079 1.60051 -3.34446 -0.011 -0.003 0.001
C 4.57382 1.66660 -2.71771 0.031 -0.006 -0.022
C 4.34509 1.12463 -1.44910 -0.096 0.221 -0.084
I 2.19604 1.41587 -0.52912 0.490 -0.311 -0.043
H 7.49857 -0.07650 -0.93319 0.001 -0.001 0.001
H 7.85110 0.91960 -3.18202 -0.001 -0.001 0.000
H 5.94623 2.03553 -4.32970 0.000 -0.001 0.001
H 3.74828 2.15648 -3.22669 -0.002 0.006 0.014
C -2.53246 3.38204 -3.14265 0.008 0.017 0.014
C -1.70733 3.36199 -1.84268 -0.009 0.007 -0.056
C -2.53597 4.02564 -0.72629 0.007 0.007 0.005
C -0.42341 4.17877 -2.05719 -0.009 0.020 -0.002
O -1.41614 2.04947 -1.53785 0.059 -0.017 0.011
H -2.81312 4.39760 -3.44801 0.004 -0.003 0.004
H -3.44099 2.79159 -2.99798 -0.004 -0.003 -0.002
H -1.94936 2.91835 -3.94146 -0.002 -0.005 -0.001
H -2.77076 5.07465 -0.94579 -0.006 -0.004 -0.004
H -1.97462 3.97532 0.21047 0.001 0.001 0.001
H -3.47209 3.47574 -0.59262 0.004 -0.001 0.008
H -0.63494 5.22634 -2.30707 0.003 -0.004 -0.008
H 0.16193 3.72973 -2.86292 0.006 -0.011 0.010
H 0.18283 4.14121 -1.14942 -0.003 0.008 0.003
C 1.50046 1.91761 5.87844 -0.018 -0.030 -0.026
Si 1.10757 0.40926 4.80801 0.018 -0.016 -0.049
C -0.24775 -0.56143 5.70211 0.038 0.031 -0.013
C 2.64917 -0.67867 4.79244 -0.040 0.030 0.017
C 0.60539 0.87554 3.15959 -0.046 -0.056 0.101
C 0.27632 1.14173 2.00188 0.088 -0.015 -0.053
H 1.82101 1.63349 6.88568 -0.002 -0.008 -0.002
H 0.62022 2.55927 5.96240 0.000 0.002 0.002
H 2.29475 2.50625 5.41432 0.004 -0.001 0.001
H 0.05183 -0.84379 6.71648 0.005 0.002 -0.001
H -0.48439 -1.47121 5.14555 -0.001 0.001 -0.005
H -1.16124 0.03456 5.76340 -0.001 0.000 0.001
H 2.97903 -0.93190 5.80527 0.000 -0.003 -0.001
H 3.46501 -0.16809 4.27635 -0.002 0.003 -0.005
H 2.45055 -1.60623 4.25071 -0.001 0.003 -0.009
```
Positions in Å, forces in eV/Å.

Values from the calculation:
**Total charge**: -2
**LUMO energy (spin up / spin down)**: 4.51 / 4.51 eV

Density functional theory data (ωB97M-V/def2-TZVPD) for C24H43BrP2Yb as an isolated structure.

```
71
Properties=species:S:1:pos:R:3:forces:R:3
Yb -0.81339 -0.08121 3.08220 0.188 0.406 1.252
C 0.78397 -0.01969 5.19038 1.409 0.064 -0.598
C 1.80254 0.51889 4.36831 -0.908 -1.784 0.825
C 0.06412 2.02347 4.38775 0.767 -0.615 -0.010
C -0.27846 0.93732 5.24959 -0.029 0.766 -0.790
C 1.35272 1.76034 3.86507 -1.289 1.298 -0.185
C 0.85298 -1.31937 5.89633 -0.073 -0.482 0.528
H 1.54122 -2.00901 5.38595 -0.180 0.166 0.235
H -0.14217 -1.78744 5.91759 0.410 0.013 0.196
H 1.20990 -1.18915 6.93215 -0.119 -0.124 -0.311
C -1.64779 0.70907 5.73507 -0.306 -0.570 0.975
H -1.77666 -0.36327 5.99072 -0.093 1.023 0.103
H -2.40087 0.94017 4.94811 0.068 0.017 0.383
H -1.90610 1.31818 6.61614 0.019 0.024 -0.340
C -0.84183 3.12760 4.01385 -0.333 0.802 -0.228
H -0.93040 3.91669 4.78670 0.003 -0.404 -0.350
H -1.86459 2.74470 3.83406 0.184 0.333 0.014
H -0.47581 3.60588 3.09122 -0.328 -0.015 0.326
C 2.11984 2.68013 2.99070 0.152 0.027 -0.238
H 2.68189 3.40716 3.59540 -0.112 -0.143 -0.151
H 1.44236 3.24163 2.33676 0.281 -0.021 0.066
H 2.84091 2.12796 2.37735 -0.088 0.280 0.094
C 3.13608 -0.08763 4.13412 0.513 -0.167 -0.085
H 3.85742 0.35455 4.84153 -0.084 -0.174 -0.261
H 3.51024 0.10630 3.11187 -0.087 -0.121 0.510
H 3.12952 -1.17675 4.31399 0.059 0.549 -0.076
C -0.89604 -2.18068 1.76866 -1.482 0.196 -0.666
C 0.16478 -2.45039 2.49549 1.137 -1.466 1.228
C 1.56320 -2.63125 2.00323 0.509 0.160 -0.244
C 1.97615 -1.69938 0.84361 0.851 -0.669 -0.146
C 1.60095 -0.26479 0.93117 -0.563 0.580 -0.248
C 0.45727 0.26093 0.44141 0.919 -0.068 0.210
C -0.61440 -0.51863 -0.23616 -0.865 -0.274 -0.247
C -0.95955 -1.93055 0.30524 -0.547 -0.448 -1.002
H 1.72065 -3.64571 1.59665 -0.201 0.146 0.513
H 1.66295 -2.15662 -0.10268 -0.062 0.339 0.148
H 2.26011 -2.50181 2.84853 -0.297 -0.139 -0.354
H -0.41218 -2.69430 -0.26623 0.013 0.225 0.345
H -1.88967 -2.12653 2.27878 0.676 -0.370 -0.067
H 0.02307 -2.71083 3.56600 -0.184 0.320 -0.582
H -2.01182 -2.08066 0.03273 0.229 -0.129 -0.120
H -1.53291 0.09806 -0.22994 0.267 -0.224 -0.124
H 0.34661 1.34235 0.36867 0.146 0.007 0.208
H -0.39169 -0.69713 -1.30350 0.036 0.522 0.264
H 3.07451 -1.72456 0.82996 -0.204 -0.087 -0.148
H 2.40224 0.38479 1.28333 -0.468 0.100 0.048
P -1.18504 -0.69003 -4.48879 -0.116 -0.479 0.020
P -0.83451 2.01750 -6.01047 -0.006 0.203 -0.804
C -1.19652 -0.76823 -6.36624 -0.012 -0.008 0.265
C -1.53081 0.58816 -6.99959 -0.018 0.366 0.266
H -1.94150 -1.52135 -6.66463 0.369 0.075 -0.014
H -0.19996 -1.12362 -6.67349 -0.314 0.154 -0.013
H -1.15106 0.65251 -8.03167 -0.272 -0.023 0.239
H -2.61814 0.76005 -7.01333 0.222 -0.196 -0.080
C -1.63643 3.38757 -6.94481 -0.038 -0.010 0.036
H -1.17330 4.32900 -6.62351 -0.189 -0.126 -0.145
H -2.69986 3.40683 -6.67687 0.186 0.131 -0.138
H -1.52668 3.27318 -8.03292 -0.059 0.077 0.252
C 0.80738 2.09180 -6.84213 0.041 0.098 0.208
H 0.69711 2.10297 -7.93514 0.120 -0.012 0.245
H 1.41026 1.23155 -6.52955 0.035 0.191 -0.133
H 1.29628 3.01403 -6.50624 0.114 -0.230 -0.162
C -2.62112 -1.79595 -4.16573 -0.014 -0.014 0.011
H -2.67228 -2.00517 -3.08929 -0.121 -0.027 -0.220
H -2.52689 -2.73651 -4.72650 -0.141 0.164 0.191
H -3.53442 -1.26927 -4.46947 0.106 -0.222 0.118
C 0.16295 -1.90411 -4.16217 0.036 -0.045 -0.110
H 1.11563 -1.43755 -4.44302 -0.114 -0.211 0.107
H 0.01708 -2.82813 -4.73991 0.144 0.147 0.204
H 0.18725 -2.13775 -3.08838 0.063 -0.044 -0.245
Br -2.43727 -2.19632 4.77594 0.042 0.171 -0.999
```
Positions in Å, forces in eV/Å.

Values from the calculation:
**Total charge**: +1
**Spin multiplicity**: 2
**LUMO energy (spin up / spin down)**: -3.63 / -5.71 eV

Summary of ΔE to the lowest compared entry with this formula, charge and spin in eV
1.2340, 0.0000, 1.1806
(order as listed above)
Summary of electronic energy in Eh
-2174.49235, -4544.79605, -5355.41479
(order as listed above)